88
Properties=species:S:1:pos:R:3:forces:R:3:mulliken_charge:R:1 method="wB97M-V/def2-TZVPD" homo_energy_ev=-8.7 energy_ha=-4135.2432 gap_ev=8.665 smiles="C#CC[C@](O[C@@](COO)(c1ccccc1)C(F)(F)F)(B(O)N(C)C)[C@@](CCCS(=O)(=O)O)(OC)PP(=O)(O)O.FC(F)C(F)(F)COC(F)(F)C(F)F" lumo_energy_ev=-0.012 total_charge=0
C -0.961 0.457 -4.193 -0.790 1.124 0.639 -0.45
C -1.099 1.317 -3.327 0.868 -0.727 -0.166 -1.14
C -1.093 2.394 -2.211 -0.612 -0.745 -1.732 -0.41
C -0.471 2.049 -0.798 1.325 2.028 -0.809 -0.17
O -1.037 1.013 -0.005 -0.271 -0.433 -0.101 0.01
C -2.395 0.754 0.099 -2.347 -2.066 0.169 1.41
C -3.403 1.828 0.669 -0.750 0.035 1.397 -1.91
O -3.734 2.933 -0.194 1.763 -1.126 -0.046 -0.04
O -4.981 3.342 0.224 -1.699 1.032 0.761 -0.51
C -3.097 -0.031 -1.120 -1.564 -1.666 -3.484 0.59
C -4.455 0.328 -1.671 1.108 -2.089 -1.271 -0.35
C -5.086 -0.443 -2.826 2.634 -0.823 0.863 -0.63
C -4.393 -1.612 -3.472 0.978 2.294 2.957 -0.44
C -3.056 -2.016 -2.903 -1.675 1.950 0.690 -0.64
C -2.446 -1.247 -1.780 -1.627 0.874 -0.369 -0.24
C -2.470 -0.404 1.258 0.169 -0.763 0.306 0.51
F -1.507 -1.402 1.080 -1.466 1.713 0.361 -0.08
F -2.227 0.131 2.542 -0.771 -1.194 -2.239 -0.27
F -3.706 -1.081 1.223 2.486 1.650 0.761 -0.28
B -0.469 3.532 -0.019 -0.774 1.274 0.312 0.63
O -1.139 4.683 -0.607 1.919 -1.423 -0.194 -0.79
N 0.116 3.790 1.329 -0.865 1.515 -0.560 -0.04
C -0.858 3.654 2.442 0.630 -1.769 0.922 -0.83
C 0.588 5.222 1.341 0.260 0.982 0.500 -0.89
C 1.117 1.697 -0.855 0.635 -0.858 -0.654 1.06
C 1.639 1.127 0.543 0.647 0.391 0.918 -1.21
C 1.824 -0.443 0.675 1.326 0.047 0.800 0.12
C 3.108 -0.668 1.645 -1.375 0.573 1.193 -0.84
S 4.703 -0.686 0.747 1.950 1.544 -1.888 1.22
O 4.577 -1.406 -0.530 -0.088 0.165 2.518 -0.61
O 5.253 0.679 0.591 -1.470 -2.360 1.082 -0.65
O 5.801 -1.478 1.741 -1.898 0.161 -1.529 -0.49
O 1.464 0.784 -1.896 -0.480 0.292 0.429 -0.21
C 2.844 0.671 -2.228 1.429 -1.671 -0.518 -0.69
P 2.156 3.308 -1.142 -0.467 1.248 1.679 -0.11
P 2.156 3.959 -3.202 -0.196 -2.031 -5.088 0.97
O 1.516 2.969 -4.161 0.780 1.579 2.130 -0.65
O 1.389 5.437 -3.477 2.605 -1.143 0.983 -0.49
O 3.768 4.113 -3.728 -1.778 0.299 0.906 -0.57
H -0.998 -0.274 -5.031 0.171 1.099 1.351 0.40
H -2.167 2.780 -2.131 1.469 -0.599 0.285 0.44
H -0.523 3.283 -2.652 -0.592 -1.322 0.651 0.54
H -3.105 2.276 1.681 0.091 -0.817 -1.379 0.62
H -4.386 1.282 0.885 1.426 0.519 -0.433 0.67
H -4.853 3.995 0.955 0.308 -0.515 -0.706 0.32
H -5.073 1.171 -1.260 0.916 -0.947 -0.457 0.29
H -6.096 -0.116 -3.221 1.442 -0.396 0.655 0.33
H -4.908 -2.117 -4.336 0.890 0.447 1.132 0.35
H -2.548 -2.918 -3.370 -0.499 1.412 0.889 0.33
H -1.433 -1.564 -1.387 -1.340 0.418 -0.669 0.05
H -0.596 5.038 -1.344 -0.842 -0.172 0.390 0.33
H -1.843 4.194 2.295 1.121 -0.281 0.208 0.23
H -0.318 3.964 3.403 -1.017 -0.131 -1.242 0.42
H -1.062 2.534 2.575 0.029 1.498 -0.135 0.06
H 1.119 5.503 0.374 -0.734 -0.454 1.388 0.25
H -0.274 5.956 1.517 1.033 -0.962 -0.424 0.30
H 1.314 5.405 2.204 -0.821 -0.540 -1.054 0.26
H 2.661 1.603 0.757 -1.319 -0.609 -0.366 0.85
H 1.000 1.428 1.440 0.722 -0.068 -1.554 -0.01
H 0.955 -0.847 1.273 0.901 0.175 -1.106 -0.14
H 2.063 -1.014 -0.264 -0.805 0.698 0.806 0.45
H 2.963 -1.570 2.325 0.593 0.827 -1.232 0.40
H 3.116 0.233 2.349 0.496 -1.245 -0.909 0.40
H 5.801 -2.396 1.387 0.132 0.462 0.348 0.36
H 3.182 1.274 -3.130 -0.845 -0.314 1.148 0.20
H 3.005 -0.421 -2.538 -0.327 1.482 0.449 0.25
H 3.578 0.834 -1.379 -1.093 -0.045 -0.884 0.28
H 3.537 3.011 -0.847 -0.864 -0.033 -0.540 0.15
H 2.115 6.039 -3.767 -0.820 -0.169 0.230 0.32
H 3.885 3.424 -4.422 -0.356 0.578 0.566 0.36
F 0.129 -5.342 4.249 -0.086 -0.003 -0.081 -0.21
C -1.071 -5.219 3.648 -0.526 0.103 0.710 0.19
F -1.948 -5.940 4.392 -0.068 -0.035 -0.311 -0.29
C -1.066 -5.723 2.205 0.405 -0.564 -0.595 0.78
F -0.846 -7.057 2.152 -0.003 0.112 0.240 -0.29
F -2.319 -5.531 1.700 0.114 0.364 0.282 -0.31
C -0.086 -5.018 1.245 -0.028 0.332 -0.799 -0.47
O 1.178 -5.651 1.015 0.255 -0.115 1.372 -0.40
C 2.195 -5.427 1.957 -1.072 0.946 -1.204 0.77
F 1.845 -4.401 2.759 0.516 -0.164 0.217 -0.28
F 3.267 -4.996 1.251 0.162 -0.386 0.236 -0.28
C 2.579 -6.692 2.732 0.200 -0.740 0.339 0.18
F 1.516 -7.246 3.350 0.100 0.148 -0.256 -0.21
F 3.488 -6.403 3.695 0.004 0.316 -0.250 -0.26
H -1.378 -4.170 3.696 0.001 0.015 -0.188 0.23
H -0.567 -5.030 0.264 0.007 -0.225 0.142 0.45
H 0.030 -3.957 1.481 0.000 -0.172 0.257 0.18
H 3.006 -7.442 2.062 0.005 0.187 -0.147 0.24